No. 1
ORCA calculation (the ωB97M-V functional and the def2-TZVPD basis) on a cluster of 2 separate species, C22H16F2NO4S2 in total.

Calculated values
Total charge: -1
E (hartree): -2199.8142
Relative energy (zero: lowest compared OMol25 entry of this formula, charge and spin) (kcal/mol): 0.0
Max |F| (hartree/bohr): 0.0332

Structure (XYZ):
```
47
Properties=species:S:1:pos:R:3:forces:R:3:lowdin_charge:R:1
S -2.6784 -0.0518 1.8426 -0.8 0.6 -1.4 0.628
H -2.1486 -4.6106 -0.5000 -0.1 0.2 -0.2 0.090
F 8.1167 2.5492 -1.7898 -1.0 -0.4 -0.1 -0.022
O -3.7499 -0.8158 2.4537 0.1 -0.5 0.6 -0.362
H -5.6286 3.6152 3.3931 0.3 -0.1 -0.1 0.096
C 4.2706 0.6801 -0.0055 -0.3 -0.1 0.1 -0.397
C 2.9911 -2.3718 -1.6027 -0.1 0.1 0.1 0.006
H -0.0298 -1.2256 -0.4459 0.3 0.0 -0.1 0.103
H -5.1732 1.3077 2.5992 0.3 0.1 0.0 0.111
H -2.5574 -2.7031 0.9858 0.2 0.2 -0.4 0.096
C -2.8260 -1.2470 -0.6382 0.1 -0.5 -0.2 -0.334
H -1.4318 4.5715 2.9936 -0.3 -0.1 0.0 0.097
C -2.0010 2.5679 2.4510 -0.3 0.1 0.1 -0.064
H 3.4687 -3.1589 -2.1818 -0.2 0.0 0.1 0.119
O 6.1268 -1.8414 -1.6764 -1.2 1.0 0.8 0.100
C 1.0474 -1.2515 -0.6406 -0.1 0.0 0.0 -0.010
O -1.3160 -0.2788 2.2722 0.4 -0.4 0.6 -0.365
C 1.6035 -2.3093 -1.3814 0.2 0.1 0.1 -0.031
H -3.7647 5.2698 3.5844 0.1 -0.4 -0.1 0.095
C 1.8569 -0.2230 -0.1418 0.2 -0.2 -0.1 0.032
H 6.0897 2.6899 -1.5181 0.3 -0.1 -0.4 0.124
O 4.1821 1.7753 0.5005 0.3 -0.9 -0.4 0.105
C -2.5788 -2.5546 -0.0979 0.0 0.2 -0.2 -0.079
C -3.0591 -1.1594 -2.0521 0.1 -0.5 0.3 -0.081
H -2.3893 -4.3853 -2.9775 -0.1 0.3 0.2 0.072
H -3.0643 -2.1718 -3.9522 0.1 0.0 0.3 0.086
C -2.3943 -3.6404 -0.9393 -0.2 0.2 -0.3 -0.139
C -2.8983 -2.2703 -2.8760 -0.1 0.1 0.4 -0.139
H 1.4689 0.6327 0.4044 -0.2 -0.3 -0.1 0.127
H 0.9386 -3.0835 -1.7829 0.3 0.4 0.2 0.111
C 3.2241 -0.3169 -0.3586 -0.7 0.5 0.1 -0.101
C -2.2590 3.8661 2.9033 -0.2 -0.1 0.0 -0.092
C 6.8780 1.9441 -1.6984 0.2 -0.3 -0.1 -0.598
C 3.7854 -1.3679 -1.0597 -0.1 -0.5 -0.4 -0.103
C -2.5401 -3.5160 -2.3327 0.2 -0.1 0.0 -0.166
C -3.5623 4.2511 3.2420 0.1 -0.3 -0.1 -0.104
C -2.7866 -0.0662 0.1203 -0.3 0.9 0.9 -0.261
C 5.2609 -1.1675 -1.1518 0.5 -0.6 -0.4 -0.383
C -3.0498 1.6501 2.3454 0.0 0.3 -0.3 -0.270
S 6.9879 0.8179 -0.2780 -0.4 -0.4 -0.2 1.067
H -3.3619 -0.1809 -2.4367 0.2 -0.4 -0.1 0.096
N 5.4667 0.0576 -0.4504 1.3 0.9 0.1 -0.278
H -3.1844 0.8654 -0.2727 0.1 -0.1 0.0 0.059
C -4.3570 2.0265 2.6798 0.2 0.2 0.0 -0.060
C -4.6089 3.3278 3.1284 0.2 -0.1 -0.1 -0.095
F 6.6230 1.2430 -2.8538 0.3 0.8 0.7 0.008
H -0.9873 2.2603 2.1930 -0.3 0.0 0.1 0.108
```
Positions in Å, forces in eV/Å.

=====

No. 2
ORCA calculation (the ωB97M-V functional and the def2-TZVPD basis) on a structure of composition C22H16NiPS4.

Calculated values
⟨S²⟩: 2.0249
Total charge: -1
E (hartree): -4290.4591
Spin multiplicity: 3
Relative energy (zero: lowest compared OMol25 entry of this formula, charge and spin) (kcal/mol): 0.0
Max |F| (hartree/bohr): 0.0217

Structure (XYZ):
```
44
Properties=species:S:1:pos:R:3:forces:R:3:lowdin_charge:R:1
C -0.3021 -2.7690 0.7049 0.0 0.1 -0.1 -0.117
C 1.4818 3.1338 0.7653 0.0 0.1 0.0 -0.097
C 3.7377 -0.8243 -2.5259 0.0 0.0 0.0 -0.096
H -0.0407 -3.2587 -0.2268 0.0 0.0 0.0 0.104
C 0.2956 1.2714 -0.1985 0.1 0.0 0.0 -0.305
C 1.4489 1.7941 0.3326 -0.1 -0.1 -0.1 -0.084
P 0.0840 -0.4509 -0.7691 0.4 0.2 0.5 1.030
H 2.3950 3.5335 1.1912 0.0 0.0 0.0 0.092
Ni -2.0547 -0.4261 -1.4137 -0.6 -0.3 -0.1 -0.307
C -0.6898 -0.7467 1.9441 0.1 0.0 -0.1 -0.091
S -3.8115 -0.9505 0.0507 0.2 0.1 -0.3 0.110
C 2.6579 -1.5264 -0.0650 0.0 0.1 -0.1 -0.091
H -1.9612 5.2500 0.3008 0.0 0.0 0.0 0.096
C 0.3702 3.9233 0.6567 0.1 0.0 0.0 -0.054
H 5.5816 -1.6315 -1.7761 0.0 0.0 0.0 0.093
C 4.5375 -1.4317 -1.5675 0.0 0.0 0.0 -0.107
C -3.1062 3.6883 -0.6136 0.0 0.1 0.0 -0.110
C -1.9827 4.2221 -0.0463 -0.1 0.1 0.0 -0.076
H -0.6712 -4.6020 1.7504 0.0 0.0 0.0 0.099
H 2.3399 1.1846 0.4190 0.0 0.0 0.0 0.095
H -3.9963 4.3016 -0.7192 0.0 0.0 0.0 0.090
C -0.8266 3.4224 0.0929 0.0 -0.2 0.0 -0.186
H -1.3374 -1.0045 3.9689 0.0 0.0 0.0 0.098
C -2.0451 1.5062 -0.9573 0.0 -0.1 0.1 -0.204
C -0.3013 -1.3748 0.7653 0.1 0.0 0.1 -0.376
H 4.6179 -2.2491 0.4128 0.0 0.0 0.0 0.097
H 1.7663 -0.1049 -2.9959 0.0 0.0 0.0 0.105
S -4.6656 -2.6716 -0.3774 0.4 -0.4 -0.6 -0.091
C 1.8477 -0.9141 -1.0190 0.0 -0.1 -0.2 -0.349
H -0.7383 0.3350 1.9796 0.0 0.0 0.1 0.107
S -3.5827 -3.5839 -2.0371 -0.8 0.1 0.8 -0.127
C 3.9942 -1.7816 -0.3402 0.1 0.0 0.0 -0.094
C -0.6582 -3.5206 1.8117 0.0 0.0 0.0 -0.087
C 2.4024 -0.5751 -2.2537 0.0 0.0 0.1 -0.098
H 4.1591 -0.5498 -3.4855 0.0 0.0 0.0 0.097
C -1.0350 -1.5019 3.0552 -0.1 0.0 0.1 -0.092
C -1.0154 -2.8871 2.9949 0.0 0.0 0.0 -0.102
H -4.0572 1.9904 -1.5053 0.0 -0.1 0.0 0.077
H -1.2934 -3.4727 3.8628 0.0 0.0 0.0 0.093
C -3.1335 2.3508 -1.0627 0.1 0.0 0.0 -0.145
S -2.1776 -2.3347 -2.6476 0.3 0.3 -0.2 0.007
H 0.3953 4.9536 0.9977 0.0 0.0 0.0 0.102
C -0.8730 2.0711 -0.3536 -0.1 0.3 0.0 -0.209
H 2.2438 -1.7881 0.8995 0.0 0.0 0.0 0.102
```
Positions in Å, forces in eV/Å.

=====

No. 3
ORCA calculation (the ωB97M-V functional and the def2-TZVPD basis) on an isolated molecule of C22H16O12.

Calculated values
Total charge: 0
E (hartree): -1750.9031
Relative energy (zero: lowest compared OMol25 entry of this formula, charge and spin) (kcal/mol): 0.0
Structure (SMILES): Cc1cc(O)c(C=O)c2c1C(=O)Oc1c(COC(=O)/C=C/C(=O)O)c(O)c(C(=O)O)c(C)c1O2
Max |F| (hartree/bohr): 0.0143

Structure (XYZ):
```
50
Properties=species:S:1:pos:R:3:forces:R:3:lowdin_charge:R:1
H -1.6515 5.8614 1.1504 0.2 -0.2 -0.2 0.150
H 2.6567 2.0507 -2.2784 -0.1 -0.2 0.0 0.139
H -4.5593 -3.2875 -1.7796 -0.1 -0.1 -0.1 0.129
C -0.3956 3.1383 -0.0127 0.2 -0.1 -0.1 0.000
H 1.6976 0.7794 -3.0884 0.1 0.1 0.1 0.150
C -0.6448 4.5682 0.2157 0.2 0.4 -0.3 -0.427
O -1.4453 -0.2191 1.0726 0.3 -0.3 0.0 0.048
C 4.1910 -1.0084 -0.0738 0.3 -0.3 0.4 0.067
C 3.3639 0.1754 -0.4031 0.1 0.2 0.3 -0.477
C 0.6257 2.8104 -0.9384 -0.4 -0.4 0.3 -0.189
C -4.3509 -2.1738 0.0166 0.6 0.2 0.1 -0.238
H -3.1747 -0.4247 2.7168 -0.1 0.0 0.1 0.130
C -3.4936 -1.3666 0.8017 -0.1 -0.1 -0.3 -0.035
C 0.2124 0.4671 -0.5533 -0.3 0.7 -0.1 -0.094
O 0.2853 -2.9038 -1.3488 -0.1 0.4 0.0 0.157
H 4.3215 -1.7466 -0.8509 0.1 -0.1 0.0 0.134
C -1.0963 2.1134 0.6553 0.2 -0.4 -0.1 -0.089
H 4.5933 -0.4200 1.9100 -0.1 0.1 0.0 0.127
C -3.8752 -2.7064 -1.1822 -0.1 -0.1 0.0 0.047
O -5.0792 -1.0452 2.5239 -0.2 -0.1 0.0 0.047
H -5.7649 -1.9972 1.2600 0.1 0.0 -0.2 0.094
C -1.6898 -1.7537 -0.7898 0.1 0.4 0.4 -0.007
C -0.7822 0.7873 0.3726 0.0 0.3 -0.1 -0.101
C -2.1850 -1.1045 0.3410 -0.4 -0.3 -0.4 -0.119
C 2.0702 1.1394 -2.1249 -0.2 0.5 -0.1 -0.061
H -1.7500 2.9818 2.4901 -0.1 0.0 0.0 0.099
C 4.7359 -1.1565 1.1330 -0.3 0.3 -0.3 0.042
H 6.4973 -3.0756 2.9660 -0.1 0.0 -0.3 0.133
O -1.5931 4.8929 1.0913 -0.3 0.0 0.3 0.116
O 0.5972 -0.8181 -0.8146 0.3 0.3 0.3 0.139
O 5.8738 -3.2176 0.7225 0.0 0.0 -0.1 0.112
H -2.9326 -3.5382 -3.4206 -0.1 0.0 0.0 0.084
O 2.9208 0.0992 -1.6591 0.3 -0.3 -0.1 0.019
O 3.1231 1.0825 0.3541 0.1 0.0 -0.1 0.144
C -0.2281 -1.8692 -1.0183 -0.2 -0.7 -0.1 -0.373
O -0.0352 5.4606 -0.3589 0.1 0.0 0.0 0.092
H -2.9666 2.9727 1.2236 0.0 0.0 0.1 0.098
O 1.3193 3.7243 -1.6091 0.2 0.3 -0.1 0.099
C -3.9465 -0.8996 2.0927 0.4 0.3 0.2 -0.168
C 5.5655 -2.3307 1.4755 0.2 -0.5 -0.4 -0.531
H -1.4686 -2.5345 -3.4115 0.0 0.0 -0.1 0.095
C -2.1572 2.3980 1.6681 -0.2 -0.1 0.2 0.003
H -2.5566 1.4712 2.0621 0.0 0.0 0.0 0.059
C 0.9337 1.4674 -1.1912 -0.2 -0.3 0.0 -0.050
O 5.9540 -2.2991 2.7568 0.0 0.2 0.6 0.109
C -2.5622 -2.5506 -1.5699 -0.2 0.2 0.3 -0.175
H -1.4736 -4.0700 -2.5719 0.0 0.0 -0.1 0.094
O -5.5945 -2.4355 0.3876 -0.2 0.0 0.1 0.113
H 1.0276 4.6237 -1.3102 -0.1 -0.3 0.0 0.091
C -2.0881 -3.2071 -2.8227 0.0 -0.2 -0.1 -0.023
```
Positions in Å, forces in eV/Å.

=====

No. 4
ORCA calculation (the ωB97M-V functional and the def2-TZVPD basis) on a structure of composition C22H17Br12FIO3PS.

Calculated values
Total charge: 0
E (hartree): -33099.3744
Max |F| (hartree/bohr): 0.0417

Structure (XYZ):
```
58
Properties=species:S:1:pos:R:3:forces:R:3:lowdin_charge:R:1
C -0.9074 0.2235 0.0078 0.0 -0.6 0.4 -0.281
Br -8.0488 1.9306 5.2000 0.0 0.0 -0.1 0.571
H 1.1553 1.7110 -3.7157 0.3 0.0 0.1 0.079
Br -6.6035 0.5755 2.6933 -0.3 0.8 0.6 0.686
H -6.8713 -2.6263 2.0401 -1.1 -0.5 -1.5 0.068
H 3.4901 -0.6261 -1.4243 -0.8 0.1 0.1 0.006
C 1.4672 -0.1682 -0.8650 0.2 0.2 -0.8 -0.108
H -4.4993 0.1063 -1.0863 0.1 -0.1 0.3 -0.102
S -3.5878 -0.8592 -1.2939 0.1 -0.3 -0.4 0.864
H 6.6851 -1.7369 -2.9567 0.0 0.0 0.0 -0.026
H 2.6435 -0.9187 2.7299 -0.4 0.2 0.2 0.116
C 5.9524 1.9424 -7.7878 0.0 0.0 0.0 -1.649
Br 4.3194 1.4489 -6.8929 0.1 0.0 0.0 0.552
H 4.2424 -1.0335 0.9616 0.1 -0.1 0.1 0.023
C -1.3704 -0.9234 2.1482 -0.5 -0.1 -0.2 -0.105
H -0.3865 1.3954 -2.9554 0.0 0.1 0.0 0.083
O 0.1566 0.1006 3.6418 0.1 0.0 0.7 0.073
H -6.4895 -1.0023 1.2063 1.0 -0.4 1.2 -0.076
C 2.7888 -0.5162 -0.6032 -0.2 -0.3 0.6 -0.144
H 0.8406 2.1432 -1.9883 0.3 0.2 -0.1 0.016
H 1.6933 3.7462 2.3484 0.0 0.0 0.0 -0.028
C -1.8167 -0.6427 0.8531 0.3 0.0 -0.2 -0.073
C -3.0225 -1.1509 0.3684 -0.1 0.3 0.5 -0.445
P -1.6572 -2.0724 4.7453 -0.6 0.9 0.8 0.565
Br 5.6666 -0.8256 -0.8966 1.8 -0.1 -0.5 0.798
O -2.6862 -3.2998 5.1085 0.6 -0.1 -0.6 -0.404
H -3.9403 -2.8437 3.1523 -0.2 0.1 -0.1 0.109
I 0.5463 -3.1380 4.5262 0.0 -0.3 -0.2 0.459
C 2.2360 3.7203 1.4137 0.4 0.0 0.2 -1.567
Br 6.7617 0.6754 -3.4734 0.0 0.0 0.0 0.577
Br 3.6116 5.0726 1.5283 -0.1 -0.1 0.0 0.568
C 0.5499 -0.0857 0.1760 0.0 -0.2 0.0 -0.048
C 0.6886 1.4194 -2.7782 -0.9 -0.3 0.0 -0.017
C 1.1002 0.0261 -2.3307 0.7 0.0 0.1 -0.303
H -6.6458 2.9504 3.4422 0.0 0.0 0.0 -0.031
F 0.1251 -0.9234 -2.6493 -0.2 0.1 -0.1 -0.009
C -0.0546 -0.3469 2.5460 0.1 0.0 -0.4 -0.369
Br 2.9771 1.9302 1.2524 0.0 2.1 0.1 0.872
Br 7.2273 0.4994 -7.8044 -0.1 0.0 0.0 0.561
C -3.3441 -2.2145 2.5035 -0.2 -0.2 0.5 -0.028
H 5.6979 2.1515 -8.8165 0.0 0.0 0.0 -0.033
C 0.9702 -0.3623 1.4681 -0.2 -0.4 0.1 -0.156
Br 8.7382 -1.1228 -1.7320 -0.1 0.0 0.0 0.586
H -5.1055 -3.3257 0.0242 0.3 -1.1 1.1 0.107
C 2.2921 -0.6722 1.7367 0.7 -0.9 0.0 -0.142
C -2.1474 -1.7088 3.0057 0.5 -0.3 -0.4 -0.343
C -7.4123 2.1895 3.4021 0.1 0.0 0.1 -1.622
H -2.6074 -4.0074 4.4506 -0.2 -0.2 0.2 0.044
Br -8.7995 2.8422 2.2396 0.0 0.0 0.0 0.574
Br 0.9659 4.1276 0.0375 0.0 -0.1 -0.1 0.635
C -6.2311 -2.0577 1.3700 0.4 -0.1 -0.4 -0.063
Br 6.7082 3.5503 -7.0493 0.0 -0.1 0.0 0.568
C -5.0919 -2.5404 0.7777 -0.6 0.3 0.6 -0.143
C -3.8004 -1.9559 1.2168 0.3 1.2 -1.7 -0.246
C 6.9319 -0.8766 -2.3516 0.1 0.0 0.0 -1.596
O -1.3320 1.0992 -0.6869 -0.1 0.5 -0.4 0.112
H 1.9944 -0.2434 -2.8967 -0.1 -0.3 0.0 0.133
C 3.2359 -0.7501 0.7130 -1.7 -0.3 -0.6 -0.248
```
Positions in Å, forces in eV/Å.